Record 1
2 unconnected molecules or ions with the total composition C22H37N3O3P in a non-equilibrium geometry. Source: OMol25; level of theory: wB97M-V/def2-TZVPD.

Geometry (Å):
C 6.30 0.01 1.94
C 6.90 -0.77 1.26
C 7.63 -1.49 0.21
C 6.72 -2.36 -0.70
C 5.35 -1.72 -1.04
C 4.09 -2.31 -0.31
C 3.67 -3.46 -1.14
N 3.39 -4.36 -1.82
P 4.35 -2.96 1.41
O 4.01 -1.97 2.47
C 2.97 -1.22 -0.33
O 3.40 -0.04 0.26
C 2.73 -0.87 -1.77
N 2.50 -0.55 -2.85
C 1.63 -1.69 0.32
C 0.68 -2.43 -0.65
C 0.82 -0.49 0.91
C 0.41 0.57 -0.13
H 5.77 0.40 2.77
H 8.44 -2.08 0.64
H 8.12 -0.78 -0.46
H 7.26 -2.42 -1.65
H 6.65 -3.39 -0.35
H 5.19 -1.91 -2.10
H 5.44 -0.64 -0.94
H 3.46 -4.06 1.51
H 5.65 -3.47 1.61
H 3.48 -0.17 1.22
H 1.78 -2.36 1.17
H -0.23 -2.65 -0.07
H 0.35 -1.82 -1.49
H 1.05 -3.40 -0.97
H -0.10 -0.94 1.31
H 1.35 -0.05 1.76
H -0.22 0.14 -0.91
H 1.28 1.06 -0.54
H -0.23 1.29 0.39
C -5.32 3.89 -0.40
C -4.34 2.83 -0.98
C -5.08 1.71 -1.74
C -5.80 0.69 -0.85
C -4.85 0.13 0.21
C -4.19 1.23 1.05
N -3.52 2.25 0.15
O -2.52 1.79 -0.28
C -5.25 1.88 1.96
C -3.19 0.61 2.03
C -3.50 3.60 -2.00
H -5.03 4.21 0.60
H -5.33 4.79 -1.00
H -6.35 3.52 -0.35
H -4.37 1.17 -2.36
H -5.80 2.17 -2.42
H -6.68 1.14 -0.39
H -6.16 -0.13 -1.47
H -5.40 -0.54 0.87
H -4.09 -0.48 -0.28
H -4.82 2.70 2.54
H -5.63 1.15 2.66
H -6.11 2.26 1.42
H -2.42 0.02 1.54
H -3.71 -0.05 2.72
H -2.70 1.38 2.63
H -2.91 4.39 -1.52
H -4.16 4.07 -2.72
H -2.82 2.96 -2.56

## Properties
HOMO in eV: -11.6384
DFT total energy in eV: -43303.273
Charge: +1
Spin multiplicity: 1

Record 2
3 unconnected molecules or ions with the total composition C4H11NO2 in a non-equilibrium geometry. Source: OMol25; level of theory: wB97M-V/def2-TZVPD.

Geometry (Å):
C 2.29 -0.93 1.32
C 1.14 -0.05 1.00
C 1.12 0.96 0.08
N -0.04 1.60 -0.14
C -1.23 1.29 -0.39
H 2.29 -1.76 0.59
H 2.16 -1.50 2.25
H 3.22 -0.36 1.30
H 0.27 -0.30 1.58
H 1.96 1.30 -0.52
H -1.76 0.34 -0.49
H -2.01 2.05 -0.26
H -0.81 1.80 -3.11
H -0.89 0.32 -2.75
O -0.67 0.91 -3.47
H -2.13 -2.25 0.33
H -2.88 -1.72 1.57
O -2.02 -1.69 1.10

## Properties
HOMO (spin up / spin down) in eV: -14.7448 / -15.0146
DFT total energy in eV: -9901.540
Energy relative to the best compared isomer or geometry (same formula, charge and spin) in kcal per mole: 33.6
Charge: +1
Spin multiplicity: 2

Record 3
A single C10H11P molecule in a non-equilibrium geometry. Source: OMol25; level of theory: wB97M-V/def2-TZVPD.

Geometry (Å):
C -0.85 -2.62 1.93
C -1.02 -1.71 0.89
C -0.83 0.15 -1.86
C 0.17 2.23 -1.71
C 0.33 -2.47 2.51
C -0.18 0.19 -0.72
C 0.39 1.52 -0.57
C -0.07 -0.88 0.51
C -0.68 1.38 -2.65
C 1.19 1.81 0.62
P 1.25 -1.04 1.80
H -1.73 -3.13 2.29
H -1.99 -1.85 0.23
H -1.51 -0.62 -2.21
H 0.60 3.21 -2.16
H 0.63 -3.01 3.48
H -0.23 0.99 -3.53
H -1.62 1.97 -2.86
H 0.49 1.91 1.47
H 1.74 2.89 0.57
H 1.85 1.01 0.81
H 2.06 -1.93 1.17

## Properties
HOMO in eV: -8.1729
DFT total energy in eV: -19833.362
Energy relative to the best compared isomer or geometry (same formula, charge and spin) in kcal per mole: 71.1
Spin multiplicity: 1
Structure (SMILES): CC1=CCC=C1C1=[PH]=CC=C1

Record 4
A single C5H8N2O molecule in a non-equilibrium geometry. Source: OMol25; level of theory: wB97M-V/def2-TZVPD.

Geometry (Å):
C -1.44 -1.30 0.07
C -1.69 0.13 -0.23
C -0.50 1.06 -0.41
C 0.42 1.06 0.79
C 2.41 -1.37 0.01
H -2.52 -1.63 0.09
H -0.73 -1.70 -0.70
H -0.99 -1.30 1.09
H 0.14 0.53 -1.34
H -0.91 2.02 -0.63
H 0.29 1.71 1.65
H 2.85 -2.19 -0.79
H 2.40 -1.92 1.11
N 1.61 0.46 0.56
N 2.19 -0.03 -0.58
O -2.79 0.51 -0.21

## Properties
HOMO in eV: -8.8995
DFT total energy in eV: -10336.648
Energy relative to the best compared isomer or geometry (same formula, charge and spin) in kcal per mole: 140.2
Spin multiplicity: 1
Structure (SMILES): C=N/N=C\CC(C)=O

Record 5
A molecular structure, C24H19BrF2N2RhS2 in a non-equilibrium geometry. Source: OMol25; level of theory: wB97M-V/def2-TZVPD.

Geometry (Å):
Rh -14.03 -10.66 3.23
S -14.91 -11.01 5.41
C -14.00 -9.92 6.40
C -14.35 -9.80 7.73
C -13.81 -8.75 8.51
C -12.90 -7.88 7.93
C -12.49 -8.07 6.63
C -12.92 -9.16 5.86
S -12.32 -9.43 4.24
H -15.03 -10.51 8.19
H -14.16 -8.61 9.51
H -12.55 -7.04 8.49
H -11.75 -7.37 6.21
C -15.94 -15.81 1.96
C -15.07 -15.29 0.99
C -14.21 -14.27 1.35
C -14.26 -13.74 2.68
C -15.20 -14.26 3.63
C -15.98 -15.37 3.28
N -13.38 -12.69 3.04
C -12.33 -12.99 3.90
C -11.04 -12.64 3.42
C -9.96 -12.68 4.26
C -10.10 -13.21 5.54
C -11.33 -13.65 6.00
C -12.46 -13.54 5.18
H -16.72 -16.54 1.67
H -14.99 -15.66 -0.04
H -13.43 -13.85 0.65
H -15.18 -13.82 4.65
H -16.67 -15.86 3.95
H -10.93 -12.41 2.37
H -9.01 -12.23 3.86
H -9.21 -13.22 6.16
H -11.42 -14.04 6.99
H -13.42 -13.92 5.50
F -16.53 -11.57 1.84
C -16.10 -10.65 2.71
F -16.49 -9.43 2.14
H -16.73 -10.86 3.60
Br -14.32 -7.21 1.95
C -13.94 -8.63 0.84
C -13.85 -8.31 -0.49
C -13.30 -9.25 -1.31
C -12.91 -10.49 -0.80
C -12.99 -10.72 0.56
N -13.55 -9.84 1.39
H -14.04 -7.31 -0.91
H -13.31 -9.00 -2.37
H -12.49 -11.22 -1.50
H -12.61 -11.63 1.02

## Properties
HOMO (spin up / spin down) in eV: -1.5993 / -4.6151
DFT total energy in eV: -128330.590
Energy relative to the best compared isomer or geometry (same formula, charge and spin) in kcal per mole: 0.0
Charge: -1
Spin multiplicity: 5

Record 6
A single C2H4OS molecule in a non-equilibrium geometry. Source: OMol25; level of theory: wB97M-V/def2-TZVPD.

Geometry (Å):
C 0.07 0.50 -0.14
C -0.98 -0.57 -0.15
H 2.03 -0.09 1.19
H -0.12 1.28 0.55
H 0.12 1.10 -1.02
H -0.62 -1.49 -0.60
O -2.14 -0.32 0.18
S 1.65 -0.41 -0.01

## Properties
HOMO in eV: -9.6763
DFT total energy in eV: -15020.568
Energy relative to the best compared isomer or geometry (same formula, charge and spin) in kcal per mole: 20.7
Spin multiplicity: 1
Structure (SMILES): O=CCS